# 1
{"formula": "C4H7NO", "method": "ωB97M-V/def2-TZVPD", "species": ["C", "C", "C", "C", "H", "H", "H", "H", "H", "H", "H", "N", "O"], "coordinates": [[-0.448, -0.837, 1.004], [0.144, -0.089, -0.170], [-0.644, 1.192, -0.340], [1.527, 0.155, 0.002], [0.059, -1.830, 1.110], [-1.405, -1.032, 0.524], [-0.409, -0.142, 1.896], [-0.359, 1.737, 0.627], [-1.777, 0.990, -0.556], [-0.306, 1.722, -1.163], [0.909, -1.001, -1.732], [2.621, 0.133, 0.098], [0.088, -0.998, -1.302]], "nbo_charge": [-0.602, 0.127, -0.602, 0.240, 0.233, 0.227, 0.223, 0.221, 0.230, 0.219, 0.481, -0.295, -0.701], "molar_mass_g_mol": 85.106, "homo_lumo_gap_ev": 11.88, "largest_force_ha_per_bohr": 0.143, "homo_energy_ev": -11.090}

# 2
{"formula": "C23H38F10N5O7S", "method": "ωB97M-V/def2-TZVPD", "species": ["C", "C", "O", "C", "C", "N", "C", "N", "C", "F", "N", "S", "N", "C", "C", "C", "C", "C", "N", "H", "H", "H", "H", "H", "H", "H", "H", "H", "H", "H", "H", "H", "H", "H", "H", "H", "H", "H", "H", "H", "H", "H", "C", "C", "O", "C", "O", "C", "F", "F", "F", "H", "H", "H", "H", "H", "C", "C", "O", "C", "O", "C", "F", "F", "F", "H", "H", "H", "H", "H", "C", "C", "O", "C", "O", "C", "F", "F", "F", "H", "H", "H", "H", "H"], "coordinates": [[0.547, -5.048, -2.207], [1.979, -5.292, -2.636], [2.560, -4.146, -3.265], [3.608, -3.518, -2.558], [3.668, -2.081, -3.084], [4.553, -1.229, -2.317], [4.367, -0.380, -1.313], [5.440, 0.317, -0.853], [4.966, 1.075, 0.076], [5.651, 1.899, 0.749], [3.653, 0.943, 0.275], [2.735, 1.855, 1.381], [3.234, -0.054, -0.632], [1.791, -0.328, -0.492], [1.035, -1.368, -1.302], [0.341, -0.797, -2.567], [-1.171, -1.034, -2.554], [-1.957, -0.132, -3.521], [-2.424, -0.906, -4.686], [-0.072, -4.775, -3.059], [0.465, -4.273, -1.447], [0.161, -5.970, -1.774], [2.587, -5.629, -1.796], [1.968, -6.080, -3.389], [4.541, -4.014, -2.837], [3.456, -3.561, -1.476], [2.690, -1.665, -3.270], [4.122, -2.161, -4.072], [5.523, -1.262, -2.591], [2.364, 0.894, 2.246], [1.277, 0.620, -0.625], [1.645, -0.563, 0.563], [1.581, -2.274, -1.522], [0.222, -1.671, -0.643], [0.580, 0.257, -2.709], [0.726, -1.318, -3.445], [-1.363, -2.065, -2.853], [-1.571, -0.922, -1.544], [-2.841, 0.242, -3.013], [-1.310, 0.695, -3.826], [-3.077, -0.329, -5.205], [-1.651, -1.058, -5.324], [-4.775, -0.300, 1.144], [-4.507, 1.151, 1.464], [-3.091, 1.470, 1.383], [-2.595, 1.611, 0.175], [-3.157, 1.524, -0.875], [-1.096, 1.952, 0.277], [-0.449, 1.097, 1.096], [-0.910, 3.186, 0.745], [-0.514, 1.871, -0.923], [-4.191, -0.949, 1.800], [-5.830, -0.513, 1.285], [-4.508, -0.539, 0.116], [-4.785, 1.375, 2.491], [-5.064, 1.822, 0.814], [7.021, 3.943, 2.522], [7.477, 2.939, 3.559], [8.793, 3.238, 4.054], [8.867, 4.233, 4.930], [7.960, 4.883, 5.351], [10.331, 4.420, 5.376], [11.146, 4.475, 4.320], [10.702, 3.389, 6.144], [10.460, 5.539, 6.073], [7.742, 4.001, 1.706], [6.052, 3.663, 2.125], [6.930, 4.939, 2.952], [7.563, 1.947, 3.120], [6.780, 2.876, 4.395], [-11.115, 1.366, 2.007], [-10.907, -0.105, 2.288], [-10.302, -0.786, 1.164], [-9.011, -0.606, 0.991], [-8.266, 0.044, 1.666], [-8.534, -1.410, -0.235], [-9.313, -1.193, -1.295], [-8.549, -2.719, 0.038], [-7.287, -1.061, -0.548], [-11.710, 1.499, 1.103], [-11.635, 1.832, 2.842], [-10.166, 1.880, 1.862], [-11.860, -0.606, 2.435], [-10.299, -0.270, 3.177]], "lowdin_charge": [-0.063, -0.250, -0.152, -0.209, -0.125, 0.123, -0.256, 0.249, -0.461, 0.208, -0.331, 0.978, 0.061, -0.136, -0.150, -0.193, -0.190, -0.271, -0.009, 0.082, 0.059, 0.084, 0.118, 0.122, 0.132, 0.123, 0.096, 0.140, 0.163, -0.081, 0.081, 0.107, 0.075, 0.116, 0.105, 0.102, 0.110, 0.097, 0.093, 0.106, 0.065, 0.064, -0.052, -0.165, 0.045, -0.413, 0.171, -0.530, 0.123, 0.182, 0.152, 0.088, 0.054, 0.077, 0.130, 0.132, -0.062, -0.198, 0.035, -0.397, 0.177, -0.556, 0.171, 0.172, 0.184, 0.091, 0.052, 0.083, 0.120, 0.128, -0.058, -0.183, 0.045, -0.404, 0.154, -0.548, 0.179, 0.175, 0.159, 0.086, 0.086, 0.075, 0.127, 0.127], "molar_mass_g_mol": 718.632, "charge": 1, "homo_lumo_gap_ev": 8.65, "largest_force_ha_per_bohr": 0.027, "homo_energy_ev": -11.358}

# 3
{"formula": "C12H15ClP", "method": "ωB97M-V/def2-TZVPD", "species": ["C", "C", "C", "C", "C", "C", "C", "C", "C", "C", "C", "C", "P", "Cl", "H", "H", "H", "H", "H", "H", "H", "H", "H", "H", "H", "H", "H", "H", "H"], "coordinates": [[4.049, -0.270, -0.218], [3.116, -1.317, -0.097], [3.588, 1.065, -0.103], [1.804, -1.042, 0.149], [2.241, 1.291, 0.048], [1.374, 0.238, 0.220], [-2.303, -1.234, 0.582], [-1.343, -0.628, 1.293], [-2.734, -0.680, -0.754], [-1.416, 0.181, -1.300], [-0.981, -0.743, 2.745], [-2.056, 1.438, -2.064], [-0.492, 0.514, 0.228], [-1.018, 2.429, 0.806], [5.066, -0.395, -0.614], [3.395, -2.376, -0.007], [4.153, 1.942, -0.257], [1.092, -1.866, 0.078], [1.872, 2.350, 0.143], [-2.871, -2.091, 0.985], [-3.000, -1.297, -1.590], [-3.426, 0.082, -0.413], [-0.726, -0.430, -1.991], [0.175, -0.502, 2.639], [-1.336, -1.706, 3.075], [-1.506, 0.040, 3.257], [-2.786, 1.870, -1.439], [-2.550, 1.057, -2.985], [-1.378, 2.080, -2.415]], "nbo_charge": [-0.148, -0.185, -0.190, -0.216, -0.187, -0.351, -0.067, -0.393, -0.420, -0.560, -0.628, -0.578, 1.500, -0.181, 0.244, 0.242, 0.237, 0.232, 0.239, 0.241, 0.256, 0.240, 0.276, 0.228, 0.249, 0.245, 0.217, 0.236, 0.218], "molar_mass_g_mol": 225.679, "charge": 1, "homo_lumo_gap_ev": 9.83, "largest_force_ha_per_bohr": 0.090, "homo_energy_ev": -13.374}

# 4
{"formula": "C6H8Cl2NO2P", "method": "ωB97M-V/def2-TZVPD", "species": ["C", "C", "C", "C", "C", "C", "N", "O", "O", "P", "Cl", "Cl", "H", "H", "H", "H", "H", "H", "H", "H"], "coordinates": [[1.343, 2.559, -0.500], [0.184, 0.547, -0.261], [-1.117, -2.548, 0.740], [-1.180, 2.584, -0.029], [-1.063, -1.561, -0.418], [0.131, 1.897, -0.246], [2.331, 3.066, -0.719], [1.356, -0.068, -0.502], [-0.904, -0.192, 0.078], [2.228, -1.028, 0.522], [2.774, -2.296, -0.994], [3.812, 0.143, 0.560], [-0.777, -3.431, 0.452], [-0.373, -2.335, 1.549], [-2.133, -2.551, 1.192], [-1.966, 1.759, 0.317], [-0.976, 3.306, 0.903], [-1.408, 3.265, -0.785], [-2.068, -1.421, -0.875], [-0.195, -1.695, -0.985]], "nbo_charge": [0.184, 0.476, -0.636, -0.649, -0.072, -0.054, -0.292, -0.795, -0.492, 1.070, -0.302, -0.244, 0.217, 0.224, 0.217, 0.259, 0.239, 0.241, 0.208, 0.198], "molar_mass_g_mol": 228.015, "homo_lumo_gap_ev": [5.71, 8.08], "largest_force_ha_per_bohr": 0.150, "spin_multiplicity": 3, "s_squared": 2.015, "homo_energy_ev": [-5.193, -10.341]}

Going through the records in order, we get energy above the lowest of the compared OMol25 structures with the same formula, charge and spin values of 190.6 0.0 0.0 127.0 kJ/mol.
Going through the records in order, we get E_tot values of -7797.6690 -84253.5457 -34491.3839 -46266.2843 eV.